Entry from OMol25: a structure of composition C23H31FMnN3O3S2 (the ωB97M-V functional and the def2-TZVPD basis).

Atoms and positions in Å:
Mn  0.2248  -0.0251  -0.7252
S  1.3177  -1.9359  0.0600
C  2.5112  -1.2987  1.1664
N  2.3325  -1.4406  2.4641
C  3.2852  -0.9551  3.4678
C  4.6801  -0.9540  2.8654
C  4.6702  -0.1934  1.5499
N  3.5994  -0.7181  0.6954
H  1.4648  -1.8613  2.7562
H  3.2263  -1.6138  4.3313
H  2.9894  0.0490  3.7800
H  5.0128  -1.9794  2.6983
H  5.3789  -0.4857  3.5558
H  5.6106  -0.3137  1.0165
H  4.5040  0.8732  1.7167
H  3.6894  -0.6766  -0.3076
C  -4.5184  -3.5501  3.0287
C  -3.7073  -3.2832  1.7956
C  -2.7782  -4.2122  1.3356
C  -2.0492  -3.9808  0.1784
C  -2.2706  -2.8103  -0.5317
C  -3.1860  -1.8585  -0.0917
C  -3.8910  -2.1002  1.0711
S  -1.3259  -2.5503  -1.9985
C  -2.5992  -2.5939  -3.2441
O  -0.9484  -1.0505  -1.9798
H  -4.0406  -4.2899  3.6679
H  -5.5016  -3.9359  2.7526
H  -4.6761  -2.6389  3.6044
H  -2.6186  -5.1277  1.8906
H  -1.3169  -4.7019  -0.1636
H  -3.3386  -0.9410  -0.6479
H  -4.6082  -1.3689  1.4232
H  -3.3620  -1.8565  -3.0029
H  -3.0181  -3.5996  -3.2480
H  -2.1295  -2.3806  -4.2019
O  1.6308  1.2656  -1.9142
C  0.6673  2.0389  -2.0456
O  -0.4738  1.7891  -1.5461
C  0.8366  3.3340  -2.8300
N  -0.5061  4.0367  -2.8358
C  -1.0087  4.0844  -4.2667
C  -0.2247  2.9773  -4.9500
C  1.1567  3.0928  -4.3078
H  1.5730  3.9547  -2.3230
H  -0.4589  4.9651  -2.4214
H  -1.1177  3.4508  -2.2458
H  -0.7537  5.0640  -4.6659
H  -2.0883  3.9644  -4.2648
H  -0.2044  3.1127  -6.0285
H  -0.6730  2.0044  -4.7383
H  1.7024  3.9441  -4.7148
H  1.7741  2.2057  -4.4254
F  0.5797  2.6406  4.7171
C  0.5352  2.0492  3.5197
C  1.4785  2.4007  2.5697
C  1.4335  1.7795  1.3275
C  0.4543  0.8292  1.0604
C  -0.4765  0.4856  2.0340
C  -0.4464  1.1053  3.2780
H  2.2217  3.1496  2.8104
H  2.1710  2.0408  0.5769
H  -1.2336  -0.2710  1.8478
H  -1.1617  0.8660  4.0534

Forces on atoms 1 to 6 (eV/Å):
Mn -0.010 -0.012 0.000
S -0.012 -0.029 -0.028
C -0.035 -0.001 0.047
N 0.036 -0.002 -0.020
C 0.007 0.009 0.003
C -0.014 0.001 0.003

Values from the calculation:
Net charge = +2
Gap between HOMO and LUMO (spin up / spin down) = 7.7 / 9.2 eV
Relative energy (zero: lowest compared OMol25 entry of this formula, charge and spin) = 0.0 kJ/mol
HOMO level (spin up / spin down) = -13.9840 / -14.0867 eV
Multiplicity = 5
<S²> = 6.22
M = 535.59 g/mol

Charges computed using Löwdin, reported in e: 0.741, 0.764, -0.729, 0.062, -0.126, -0.138, -0.131, 0.056, 0.142, 0.135, 0.122, 0.132, 0.131, 0.134, 0.124, 0.142, -0.030, -0.245, -0.013, -0.071, -0.434, -0.075, -0.022, 0.995, -0.202, -0.625, 0.085, 0.100, 0.087, 0.126, 0.119, 0.118, 0.126, 0.069, 0.079, 0.067, 0.009, -0.598, -0.052, -0.136, 0.110, -0.076, -0.133, -0.096, 0.174, 0.188, 0.158, 0.140, 0.138, 0.133, 0.127, 0.134, 0.133, 0.092, -0.281, 0.001, -0.104, -0.255, -0.097, 0.013, 0.129, 0.103, 0.101, 0.130

---

Entry from OMol25: the ion C15H30NO with charge +1 (the ωB97M-V functional and the def2-TZVPD basis).

Atoms and positions in Å:
C  -1.8142  -1.9792  2.1189
C  -2.8114  -2.1661  0.7997
C  -2.1657  -1.4002  -0.5381
C  -2.7459  -2.1742  -1.9009
C  -2.5234  0.2037  -0.5300
C  -1.9447  0.8911  -1.9175
N  -1.7462  2.2588  -1.7153
C  -2.0569  2.6491  -0.2694
C  -1.7220  1.2058  0.5125
O  -0.3280  0.8071  0.2636
C  0.5041  1.0915  1.4427
C  1.9490  0.2537  1.3546
C  2.5376  0.2826  2.9203
C  3.0574  1.0437  0.4424
C  3.2185  0.4907  -1.0927
C  3.6717  -1.0788  -1.2253
C  1.9063  0.7024  -2.0523
H  -0.7353  -1.6585  1.7280
H  -1.7969  -3.0146  2.6843
H  -2.2121  -1.1482  2.8654
H  -2.8798  -3.3280  0.5650
H  -3.8933  -1.7538  1.0320
H  -0.9928  -1.6100  -0.4658
H  -3.9376  -2.1538  -1.8556
H  -2.3281  -1.7019  -2.8941
H  -2.4046  -3.3110  -1.8149
H  -3.7065  0.3372  -0.4828
H  -1.7083  0.4186  -2.9714
H  -1.3960  2.9453  -2.4444
H  -3.2029  2.7579  -0.0303
H  -1.3974  3.5813  0.0182
H  -2.0383  1.2233  1.6389
H  0.7246  2.2437  1.5791
H  -0.0551  0.7462  2.4344
H  1.7840  -0.8804  1.0303
H  3.3780  -0.5119  3.1003
H  1.6464  0.2220  3.7026
H  3.0528  1.3529  3.0257
H  2.8054  2.2034  0.5151
H  4.1174  0.9321  0.9791
H  4.0968  1.1332  -1.5852
H  4.8541  -1.0785  -1.3415
H  3.2929  -1.7769  -0.3537
H  3.2652  -1.4525  -2.2840
H  2.1821  0.4882  -3.1892
H  1.0527  -0.0653  -1.7726
H  1.4464  1.7783  -2.0260

Forces on atoms 1 to 6 (eV/Å):
C -0.378 0.005 -0.346
C 0.547 0.241 -0.019
C -0.103 -1.268 0.383
C -0.148 0.001 1.052
C 0.755 -0.190 -1.229
C -0.057 3.685 0.894

Values from the calculation:
Net charge = +1
SMILES = CC[C@@H](C)[C@@H]1C=[NH+]C[C@@H]1OC[C@H](C)CC(C)C
Gap between HOMO and LUMO = 8.5 eV
HOMO level = -13.1356 eV
M = 240.41 g/mol

Charges computed using Löwdin, reported in e: -0.120, -0.204, -0.313, -0.094, -0.130, 0.123, 0.064, -0.054, -0.213, -0.216, -0.165, -0.287, -0.101, -0.166, -0.382, -0.108, -0.136, 0.072, 0.089, 0.081, 0.121, 0.119, 0.145, 0.105, 0.068, 0.103, 0.185, 0.173, 0.190, 0.152, 0.156, 0.172, 0.145, 0.121, 0.137, 0.093, 0.086, 0.095, 0.128, 0.129, 0.142, 0.094, 0.081, 0.088, 0.093, 0.070, 0.069

---

Entry from OMol25: a cluster of 2 separate species, C3H5NO2 in total (the ωB97M-V functional and the def2-TZVPD basis).

Atoms and positions in Å:
O  1.7952  -0.1729  0.9612
C  0.8456  -0.6318  0.0285
C  -0.5062  -0.0791  0.4371
O  -1.0621  1.4790  -0.5684
C  -1.6587  -0.5543  -0.2456
N  -2.4736  -0.2167  -1.0069
H  2.6771  -0.2868  0.5876
H  1.0152  -0.2677  -0.9886
H  0.8457  -1.7407  -0.0117
H  -0.6062  0.0377  1.5245
H  -0.8721  2.4334  -0.7179

Forces on atoms 1 to 6 (eV/Å):
O 0.222 0.083 -0.099
C -0.357 0.326 -0.302
C -0.093 0.859 -0.562
O 0.565 -0.141 0.357
C -0.872 0.269 -0.810
N -0.147 -1.847 0.568

Values from the calculation:
Gap between HOMO and LUMO (spin up / spin down) = 10.0 / 10.0 eV
Relative energy (zero: lowest compared OMol25 entry of this formula, charge and spin) = 505.6 kJ/mol
HOMO level (spin up / spin down) = -10.4235 / -10.4227 eV
M = 87.08 g/mol

Charges computed using Löwdin, reported in e: -0.052, -0.248, -0.037, -0.194, -0.225, 0.205, 0.097, 0.133, 0.138, 0.141, 0.041

---

Entry from OMol25: a structure of composition C3H3MgNaO2 (the ωB97M-V functional and the def2-TZVPD basis).

Atoms and positions in Å:
C  0.5844  -0.0343  -0.3354
C  1.3067  -1.0561  0.1570
H  2.2482  -1.3068  -0.3296
H  1.1585  0.5389  -1.0813
H  0.8612  -1.7193  0.9013
O  -1.6867  -1.4399  -0.2206
C  -2.3102  -0.4494  0.0556
O  -0.4570  0.9843  0.3008
Na  -2.3002  2.2409  -1.0622
Mg  0.5951  2.2418  1.6145

Forces on atoms 1 to 6 (eV/Å):
C 0.572 4.186 1.390
C -2.071 0.001 0.154
H -0.403 -0.132 -0.010
H -0.745 -0.194 -0.122
H 0.592 0.210 0.150
O -4.056 5.361 1.702

Values from the calculation:
Gap between HOMO and LUMO = 3.9 eV
Relative energy (zero: lowest compared OMol25 entry of this formula, charge and spin) = 212.5 kJ/mol
HOMO level = -5.1690 eV
M = 118.35 g/mol

Charges computed using Löwdin, reported in e: -0.306, -0.035, 0.055, 0.073, 0.054, -0.047, 0.039, -0.740, 0.470, 0.437

---

Entry from OMol25: a structure of composition C47H48N3OP2PdSSb (the ωB97M-V functional and the def2-TZVPD basis).

Atoms and positions in Å:
Pd  0.0537  0.2309  0.1634
C  0.2985  -2.1747  -2.2459
C  0.9806  -2.6950  -1.0193
C  1.6660  -3.9127  -1.0730
C  2.2549  -4.4286  0.0615
C  2.1075  -3.7477  1.2663
C  1.4008  -2.5624  1.2370
N  0.8892  -2.0260  0.1459
Sb  0.7722  -1.7107  3.1682
C  1.6395  0.2821  2.9615
C  2.3320  0.7476  4.0655
C  3.0956  1.8960  3.9155
C  3.1345  2.5019  2.6759
C  2.3941  1.9846  1.6124
C  2.4782  2.6273  0.2682
N  1.6460  0.8738  1.7801
C  -1.3167  -1.4133  2.5772
C  -2.2787  -1.8689  3.4576
C  -3.5721  -2.0415  2.9703
C  -3.8189  -1.7783  1.6397
C  -2.7977  -1.2823  0.8226
C  -3.0578  -1.0019  -0.6210
N  -1.5655  -1.0951  1.3190
H  -0.4705  -2.8825  -2.5609
H  1.0037  -2.0818  -3.0712
H  -0.1612  -1.2090  -2.0644
H  1.7140  -4.4512  -2.0107
H  2.7919  -5.3683  0.0282
H  2.5228  -4.1432  2.1839
H  2.2894  0.2264  5.0134
H  3.6660  2.2931  4.7458
H  3.7457  3.3793  2.5131
H  2.8722  3.6391  0.3467
H  1.5172  2.6238  -0.2371
H  3.1684  2.0470  -0.3452
H  -2.0360  -2.0961  4.4880
H  -4.3553  -2.4107  3.6206
H  -4.7970  -1.9503  1.2090
H  -3.9293  -0.3587  -0.7465
H  -3.2780  -1.9377  -1.1395
H  -2.1970  -0.5257  -1.0865
O  1.1486  0.8235  -1.8206
S  1.5038  0.8508  -3.3062
C  3.0235  -0.1552  -3.5008
C  4.0807  0.7462  -4.1286
C  3.8911  2.1233  -3.5027
C  2.4013  2.4233  -3.6039
H  2.7919  -1.0267  -4.1116
H  3.2860  -0.4712  -2.4893
H  3.9462  0.7977  -5.2100
H  5.0793  0.3530  -3.9410
H  4.4763  2.8834  -4.0191
H  4.2143  2.1033  -2.4602
H  2.1262  2.7285  -4.6150
H  2.0260  3.1553  -2.8901
C  -0.7920  4.2063  -0.0162
P  -1.2559  2.3974  0.0960
C  -1.7772  2.3507  1.8443
C  -2.9938  1.8125  2.2602
C  -3.3264  1.8012  3.6075
C  -2.4437  2.3050  4.5522
C  -1.2276  2.8414  4.1471
C  -0.8951  2.8620  2.8025
C  -2.7324  2.3400  -0.9491
C  -3.9660  2.8610  -0.5582
C  -5.0449  2.7789  -1.4253
C  -4.8970  2.1998  -2.6808
C  -3.6609  1.7129  -3.0862
C  -2.5786  1.7846  -2.2228
P  -0.7122  4.9604  -1.7127
C  -2.3316  5.6753  -2.0950
C  -2.7977  6.7071  -1.2696
C  -4.0244  7.2833  -1.5485
C  -4.7696  6.8617  -2.6438
C  -4.2942  5.8484  -3.4654
C  -3.0710  5.2532  -3.1931
C  0.4469  6.3106  -1.6441
C  1.5750  6.3268  -0.8000
C  2.4147  7.4162  -0.8041
C  2.1820  8.4798  -1.6842
C  1.0872  8.4580  -2.5470
C  0.2405  7.3715  -2.5552
H  0.1625  4.3789  0.4794
H  -1.5722  4.7393  0.5327
H  -3.7088  1.4479  1.5341
H  -4.2935  1.4214  3.9112
H  -2.7176  2.3146  5.5994
H  -0.5585  3.2735  4.8802
H  0.0455  3.3041  2.4945
H  -4.0912  3.3300  0.4105
H  -6.0095  3.1588  -1.1144
H  -5.7469  2.1323  -3.3475
H  -3.5430  1.2645  -4.0644
H  -1.6074  1.3992  -2.5220
H  -2.2069  7.0653  -0.4347
H  -4.3885  8.0832  -0.9170
H  -5.7135  7.3397  -2.8696
H  -4.8661  5.5322  -4.3275
H  -2.6880  4.4787  -3.8454
H  1.7801  5.5050  -0.1262
H  3.2603  7.4502  -0.1306
H  2.8725  9.3128  -1.7112
H  0.9084  9.2852  -3.2205
H  -0.5951  7.3461  -3.2432

Forces on atoms 1 to 6 (eV/Å):
Pd 0.356 -0.391 -0.306
C -0.016 -0.076 0.145
C 0.133 -0.176 0.053
C -0.005 0.073 0.067
C 0.043 -0.063 -0.115
C -0.022 0.095 0.121

Values from the calculation:
Net charge = +4
Gap between HOMO and LUMO (spin up / spin down) = 7.8 / 3.8 eV
HOMO level (spin up / spin down) = -17.9074 / -17.9810 eV
Multiplicity = 5
<S²> = 6.03
M = 993.12 g/mol

Atom charges from the Löwdin analysis, given in e for atoms 1 to 99: 0.901, -0.019, -0.271, 0.031, 0.009, -0.076, -0.412, 0.019, 1.845, -0.431, -0.087, 0.010, 0.024, -0.292, -0.032, 0.023, -0.424, -0.084, 0.007, 0.029, -0.291, -0.002, 0.011, 0.114, 0.078, 0.022, 0.144, 0.142, 0.114, 0.111, 0.142, 0.137, 0.085, 0.012, 0.092, 0.113, 0.141, 0.144, 0.098, 0.116, 0.030, -0.698, 0.987, -0.295, -0.206, -0.215, -0.291, 0.093, 0.102, 0.131, 0.134, 0.132, 0.106, 0.105, 0.072, -0.415, 1.010, -0.384, -0.106, -0.047, -0.039, -0.051, -0.113, -0.415, -0.084, -0.035, -0.035, -0.057, -0.148, 1.183, -0.401, -0.084, -0.036, -0.022, -0.044, -0.097, -0.352, -0.074, -0.028, 0.018, -0.013, -0.048, 0.022, 0.082, 0.096, 0.124, 0.125, 0.120, 0.092, 0.116, 0.128, 0.128, 0.124, 0.084, 0.118, 0.126, 0.128, 0.125, 0.107

---

Question: M of number 1 (C23H31FMnN3O3S2)?
Answer: 535.59 g/mol